The following is a DFT calculation (wB97M-V/def2-TZVPD) of a molecular structure, C15H21Cl5IO2P2Pd in a non-equilibrium geometry.

Geometry (Å):
C: -0.361 -2.055 -0.004
C: 0.912 -2.133 0.710
H: -0.761 -3.041 0.110
H: -0.255 -1.871 -1.101
H: -1.212 -1.427 0.265
O: 1.413 -2.965 1.448
I: 1.811 0.973 0.700
Pd: -2.664 0.694 -2.156
P: -1.871 0.673 0.544
C: -2.074 0.881 2.485
C: -2.551 2.335 0.317
H: -3.581 2.120 0.684
H: -3.997 0.428 1.165
H: -2.608 2.675 -0.745
H: -3.847 -0.250 -0.535
H: -1.666 1.892 2.673
H: -1.936 3.075 0.884
C: -3.435 -0.243 0.503
H: -3.158 0.970 2.464
H: -3.284 -1.195 1.000
H: -1.793 -0.093 2.907
P: 1.595 -0.772 -1.412
C: 3.181 -1.178 -0.739
C: 1.539 -2.114 -2.693
H: 0.729 0.916 -2.927
H: 2.429 0.297 -3.203
H: 2.090 1.543 -1.876
C: 1.697 0.677 -2.479
H: 0.777 -1.855 -3.475
H: 2.545 -2.020 -3.111
H: 3.700 -1.626 -1.600
H: 3.095 -1.871 0.104
H: 1.368 -3.114 -2.264
H: 3.697 -0.256 -0.459
C: 0.313 0.618 2.291
O: 0.403 -0.630 2.545
Cl: 0.087 4.151 0.759
C: 0.780 3.324 2.106
C: 0.642 2.009 2.802
C: 1.372 1.684 3.930
Cl: 0.858 0.394 5.118
C: 2.353 2.578 4.451
Cl: 3.392 2.101 5.669
C: 2.090 3.966 4.152
Cl: 2.672 5.114 5.269
C: 1.219 4.266 3.145
Cl: 0.221 5.561 3.386

Calculated values
2S+1: 5
Relative energy (zero: lowest compared OMol25 entry of this formula, charge and spin): 0.00 kcal per mole
Energy: -112716.5838 eV
Gap between HOMO and LUMO (spin up / spin down): 0.17912 / 0.16058 hartree
Lowest unoccupied orbital energy (spin up / spin down): -11.04 / -13.23 eV
Charge: +3
E_HOMO (spin up / spin down): -0.5848 / -0.6468 hartree


The following is a DFT calculation (wB97M-V/def2-TZVPD) of a single C10H9NOS molecule in a non-equilibrium geometry.

Geometry (Å):
C: 2.770 1.467 1.671
C: 3.419 0.378 1.108
C: 1.389 1.554 1.613
C: 2.701 -0.619 0.479
C: 0.663 0.568 0.976
C: 1.308 -0.526 0.393
C: -2.378 0.129 -1.653
C: -3.699 -0.319 -1.442
C: -1.105 -0.243 -1.295
C: 0.546 -1.555 -0.293
N: -0.599 -1.413 -0.860
O: -5.872 -1.291 -0.601
S: -4.428 -1.376 -0.361
H: 3.336 2.240 2.167
H: 4.494 0.308 1.175
H: 0.879 2.388 2.072
H: 3.206 -1.461 0.028
H: -0.415 0.609 0.963
H: -2.371 1.041 -2.244
H: -4.442 0.183 -2.050
H: -0.348 0.501 -1.564
H: 0.945 -2.563 -0.284

Calculated values
2S+1: 1
Relative energy (zero: lowest compared OMol25 entry of this formula, charge and spin): 65.10 kcal per mole
Energy: -24886.0873 eV
Gap between HOMO and LUMO (spin up / spin down): 0.24673 / 0.24530 hartree
Lowest unoccupied orbital energy (spin up / spin down): -1.07 / -1.06 eV
Charge: 0
E_HOMO (spin up / spin down): -0.2861 / -0.2842 hartree


The following is a DFT calculation (wB97M-V/def2-TZVPD) of a single C7H13N molecule in a non-equilibrium geometry.

Geometry (Å):
C: -1.335 -1.390 -0.094
C: -0.190 -0.343 0.077
C: 0.947 -0.492 -0.985
C: 2.326 -1.049 -0.446
N: 1.164 0.830 -1.545
C: 0.344 1.693 -1.096
C: -0.675 1.093 -0.075
C: -0.780 2.000 1.272
H: -1.692 -1.473 -1.068
H: -2.169 -1.153 0.491
H: -1.173 -2.375 0.461
H: 0.170 -0.441 1.073
H: 0.721 -0.951 -1.889
H: 3.053 -0.185 -0.188
H: 2.899 -1.655 -1.272
H: 2.216 -1.726 0.487
H: 0.338 2.780 -1.320
H: -1.802 1.029 -0.506
H: 0.242 1.863 1.808
H: -1.507 1.778 1.970
H: -0.876 3.094 0.900

Calculated values
2S+1: 1
SMILES: C[C@H]1[C@H](C)N=C[C@@H]1C
Relative energy (zero: lowest compared OMol25 entry of this formula, charge and spin): 39.84 kcal per mole
Energy: -8958.2053 eV
Gap between HOMO and LUMO: 0.38993 hartree
Lowest unoccupied orbital energy: 1.07 eV
Charge: 0
E_HOMO: -0.3506 hartree


The following is a DFT calculation (wB97M-V/def2-TZVPD) of a molecular structure, C13H15BIN8Nd in a non-equilibrium geometry.

Geometry (Å):
Nd: 0.000 0.000 0.000
C: -1.230 4.071 1.238
C: -0.138 3.303 0.930
N: -0.560 2.107 0.485
N: -1.891 2.066 0.519
C: -2.317 3.277 0.959
B: -2.776 0.847 0.005
N: -2.614 -0.489 0.876
C: -3.625 -1.081 1.562
C: -3.157 -2.214 2.185
C: -1.832 -2.286 1.846
N: -1.526 -1.242 1.056
N: -2.348 0.613 -1.494
C: -2.964 1.072 -2.610
C: -2.217 0.724 -3.711
C: -1.122 0.067 -3.207
N: -1.212 0.032 -1.866
N: -4.302 1.222 0.093
C: -5.307 0.793 -0.708
C: -6.506 1.230 -0.193
C: -6.178 1.891 0.965
N: -4.844 1.845 1.132
H: -1.235 5.089 1.604
H: 0.899 3.597 1.010
H: -3.333 3.613 1.068
H: -4.646 -0.735 1.622
H: -3.716 -2.902 2.806
H: -1.130 -3.051 2.151
H: -3.877 1.646 -2.649
H: -2.433 0.941 -4.749
H: -0.299 -0.343 -3.777
H: -5.201 0.182 -1.592
H: -7.496 1.062 -0.595
H: -6.866 2.355 1.659
I: 0.762 0.412 3.702
C: -0.824 0.629 2.293
H: -1.170 1.683 2.285
H: -1.666 -0.035 2.578
H: 1.993 -0.657 -0.479

Calculated values
2S+1: 3
Energy: -49687.9951 eV
Gap between HOMO and LUMO (spin up / spin down): 0.22076 / 0.23336 hartree
Lowest unoccupied orbital energy (spin up / spin down): -5.39 / -5.26 eV
Charge: +1
E_HOMO (spin up / spin down): -0.4190 / -0.4266 hartree


The following is a DFT calculation (wB97M-V/def2-TZVPD) of 2 unconnected molecules or ions with the total composition H2NO4P in a non-equilibrium geometry.

Geometry (Å):
N: 2.352 -0.887 -0.193
O: -1.755 1.503 -0.160
O: -2.281 -0.471 1.365
O: -2.459 -0.766 -1.175
O: 2.679 0.561 0.002
P: -1.963 -0.016 -0.001
H: 1.469 -1.107 0.219
H: 1.959 1.182 -0.058

Calculated values
2S+1: 1
Relative energy (zero: lowest compared OMol25 entry of this formula, charge and spin): 49.90 kcal per mole
Energy: -18999.2070 eV
Gap between HOMO and LUMO: 0.16315 hartree
Lowest unoccupied orbital energy: 6.68 eV
Charge: -2
E_HOMO: 0.0823 hartree


The following is a DFT calculation (wB97M-V/def2-TZVPD) of a single C4H5N3O molecule in a non-equilibrium geometry.

Geometry (Å):
C: -1.373 -1.384 -0.576
C: -0.763 -0.475 0.120
N: -1.152 0.256 1.335
C: -0.032 0.800 1.700
N: 1.121 0.339 0.991
N: 0.622 -0.158 -0.168
C: 0.830 0.590 -1.414
O: 1.884 1.164 -1.628
H: -2.521 -1.641 -0.455
H: -0.608 -2.080 -1.309
H: 0.057 1.310 2.607
H: 1.965 0.898 0.900
H: -0.031 0.381 -2.103

Calculated values
2S+1: 1
SMILES: C=C1N=CNN1C=O
Relative energy (zero: lowest compared OMol25 entry of this formula, charge and spin): 82.45 kcal per mole
Energy: -10744.0392 eV
Gap between HOMO and LUMO: 0.34219 hartree
Lowest unoccupied orbital energy: 0.67 eV
Charge: 0
E_HOMO: -0.3175 hartree


The following is a DFT calculation (wB97M-V/def2-TZVPD) of a molecular structure, C9H19LiN3O7 in a non-equilibrium geometry.

Geometry (Å):
Li: -0.864 0.880 -1.655
N: 1.719 2.332 -2.348
O: 2.646 2.625 -1.569
O: 1.025 1.333 -2.109
O: 1.087 3.307 -2.802
N: -2.326 2.851 -2.409
O: -2.105 3.831 -3.162
O: -2.415 1.752 -2.993
O: -1.584 2.830 -1.420
C: -0.150 -0.153 2.704
C: 0.321 0.306 1.424
C: 1.794 -0.039 1.155
C: 2.011 -1.421 0.589
C: 1.010 -1.817 -0.590
C: -0.376 -1.541 -0.251
N: -0.469 -0.143 0.271
O: -1.864 0.319 0.424
C: -0.834 -2.647 0.698
C: -1.307 -1.620 -1.427
C: 0.338 1.843 1.464
H: 0.358 -1.108 2.919
H: -1.212 -0.285 2.766
H: 0.117 0.487 3.534
H: 2.337 -0.009 2.057
H: 2.280 0.670 0.471
H: 1.870 -2.133 1.489
H: 3.085 -1.509 0.375
H: 1.083 -2.753 -1.145
H: 1.303 -1.153 -1.427
H: -2.157 -0.093 1.207
H: -0.275 -2.584 1.593
H: -0.867 -3.663 0.277
H: -1.900 -2.484 0.840
H: -1.282 -2.571 -1.929
H: -1.011 -1.021 -2.227
H: -2.393 -1.338 -1.416
H: 1.085 2.171 2.215
H: -0.644 2.177 1.833
H: 0.565 2.358 0.577

Calculated values
2S+1: 1
Relative energy (zero: lowest compared OMol25 entry of this formula, charge and spin): 41.75 kcal per mole
Energy: -28641.3789 eV
Gap between HOMO and LUMO: 0.26671 hartree
Lowest unoccupied orbital energy: 2.42 eV
Charge: -1
E_HOMO: -0.1779 hartree


The following is a DFT calculation (wB97M-V/def2-TZVPD) of a molecular structure, C21H12Br2ClN4O4Tl.

Geometry (Å):
Tl: 1.319 -0.579 -0.350
O: 3.821 3.700 -3.590
C: 2.664 4.113 -3.114
O: 2.274 5.240 -3.203
C: 1.785 3.114 -2.391
C: 0.513 3.447 -1.893
Cl: -0.316 4.899 -1.972
N: 0.018 2.378 -1.237
N: 0.903 1.367 -1.294
C: 1.960 1.792 -2.002
C: 3.074 0.805 -2.244
O: 4.050 1.088 -2.873
O: 2.858 -0.403 -1.739
C: -1.239 2.183 -0.565
C: -2.421 2.552 -1.182
C: -3.621 2.266 -0.544
C: -3.629 1.622 0.685
C: -2.434 1.284 1.304
C: -1.229 1.573 0.682
H: 3.984 2.745 -3.449
H: -2.420 3.030 -2.151
H: -4.551 2.547 -1.016
H: -4.570 1.387 1.163
H: -2.439 0.820 2.281
H: -0.291 1.379 1.189
Br: -0.283 -2.169 6.051
C: 0.178 -1.703 4.318
C: 0.911 -0.544 4.068
C: 1.236 -0.252 2.765
N: 0.870 -1.051 1.747
C: 0.173 -2.170 1.971
C: -0.199 -2.520 3.254
C: -0.140 -3.002 0.781
C: -0.782 -4.221 0.851
C: -0.979 -4.948 -0.323
Br: -1.811 -6.602 -0.256
C: -0.532 -4.428 -1.536
C: 0.093 -3.202 -1.526
N: 0.274 -2.512 -0.388
H: 1.221 0.110 4.870
H: 1.807 0.635 2.523
H: -0.773 -3.413 3.451
H: -1.126 -4.627 1.789
H: -0.663 -4.969 -2.462
H: 0.461 -2.759 -2.442

Calculated values
2S+1: 1
Relative energy (zero: lowest compared OMol25 entry of this formula, charge and spin): 0.00 kcal per mole
Energy: -193407.0333 eV
Gap between HOMO and LUMO: 0.27076 hartree
Lowest unoccupied orbital energy: -7.78 eV
Charge: +2
E_HOMO: -0.5569 hartree


The following is a DFT calculation (wB97M-V/def2-TZVPD) of a single C5H8ClN3O2 molecule in a non-equilibrium geometry.

Geometry (Å):
C: -0.785 -3.064 0.148
C: -1.042 -1.798 0.203
N: -1.448 -0.629 0.377
N: -0.992 0.570 -0.071
C: -1.792 1.746 0.318
C: 0.128 0.821 -0.996
C: 1.291 1.037 -0.180
Cl: 1.430 2.056 1.270
N: 2.182 0.089 -0.090
O: 2.409 -0.787 -0.965
O: 3.172 0.154 0.903
H: -0.485 -3.730 0.939
H: -1.360 -3.565 -0.570
H: -2.306 1.684 1.229
H: -1.280 2.676 0.397
H: -2.484 1.916 -0.549
H: -0.225 1.708 -1.579
H: 0.128 -0.048 -1.690
H: 3.460 -0.836 0.907

Calculated values
2S+1: 1
SMILES: C=C=NN(C)C/C(Cl)=[N+](\[O-])O
Relative energy (zero: lowest compared OMol25 entry of this formula, charge and spin): 99.96 kcal per mole
Energy: -26395.0223 eV
Gap between HOMO and LUMO: 0.32280 hartree
Lowest unoccupied orbital energy: 0.48 eV
Charge: 0
E_HOMO: -0.3052 hartree


The following is a DFT calculation (wB97M-V/def2-TZVPD) of a single C4H5FO molecule in a non-equilibrium geometry.

Geometry (Å):
C: -1.571 0.573 0.077
C: -0.217 0.090 -0.044
C: 0.967 -0.076 -0.233
C: 2.502 -0.135 -0.261
O: 3.170 -0.966 0.667
F: 2.947 1.098 -0.293
H: -2.348 0.268 -0.593
H: -1.863 0.318 1.028
H: -1.525 1.677 -0.003
H: 2.715 -0.539 -1.324
H: 3.035 -0.491 1.554

Calculated values
2S+1: 1
SMILES: CC#C[C@H](O)F
Relative energy (zero: lowest compared OMol25 entry of this formula, charge and spin): 36.26 kcal per mole
Energy: -8991.4573 eV
Gap between HOMO and LUMO: 0.40081 hartree
Lowest unoccupied orbital energy: 0.83 eV
Charge: 0
E_HOMO: -0.3702 hartree


The following is a DFT calculation (wB97M-V/def2-TZVPD) of a single C22H23N3O3 molecule in a non-equilibrium geometry.

Geometry (Å):
O: 0.999 2.873 0.096
C: 1.969 2.186 -0.127
N: 1.991 1.222 -1.095
C: 0.898 0.611 -1.712
C: 1.138 -0.374 -2.675
C: 0.079 -1.049 -3.236
C: -1.211 -0.729 -2.798
O: -2.235 -1.397 -3.370
C: -3.510 -1.348 -2.846
C: -3.777 -1.318 -1.484
C: -5.090 -1.348 -1.048
C: -6.133 -1.414 -1.955
C: -5.861 -1.457 -3.312
C: -4.554 -1.425 -3.760
N: -1.443 0.210 -1.898
C: -0.428 0.870 -1.373
C: 3.271 2.336 0.668
C: 4.097 1.056 0.811
C: 3.265 -0.027 1.489
N: 2.812 0.408 2.801
C: 2.020 -0.632 3.451
C: 0.734 -0.942 2.744
C: -0.515 -0.407 2.873
C: -1.310 -0.991 1.856
C: -0.486 -1.832 1.178
O: 0.752 -1.809 1.704
C: 2.098 1.677 2.770
C: 2.907 2.776 2.089
H: 2.883 0.805 -1.321
H: 2.153 -0.608 -2.969
H: 0.218 -1.813 -3.983
H: -2.965 -1.269 -0.776
H: -5.297 -1.323 0.011
H: -7.155 -1.435 -1.606
H: -6.669 -1.513 -4.026
H: -4.324 -1.459 -4.814
H: -0.686 1.627 -0.650
H: 3.865 3.117 0.178
H: 4.481 0.689 -0.144
H: 4.961 1.281 1.439
H: 3.877 -0.922 1.637
H: 2.422 -0.304 0.836
H: 1.797 -0.296 4.467
H: 2.635 -1.534 3.502
H: -0.833 0.306 3.605
H: -2.345 -0.799 1.661
H: -0.647 -2.478 0.337
H: 1.900 1.960 3.808
H: 1.129 1.587 2.255
H: 3.818 2.975 2.654
H: 2.304 3.683 2.057

Calculated values
2S+1: 1
SMILES: O=C(Nc1ccc(Oc2ccccc2)nc1)C1CCN(Cc2ccco2)CC1
Relative energy (zero: lowest compared OMol25 entry of this formula, charge and spin): 75.70 kcal per mole
Energy: -33799.8680 eV
Gap between HOMO and LUMO: 0.31980 hartree
Lowest unoccupied orbital energy: 0.58 eV
Charge: 0
E_HOMO: -0.2983 hartree


The following is a DFT calculation (wB97M-V/def2-TZVPD) of a molecular structure, C3HLuO2 in a non-equilibrium geometry.

Geometry (Å):
C: 1.385 -1.332 0.782
H: 2.039 -1.898 1.423
C: 0.653 -0.665 0.086
O: -0.198 0.149 -1.857
C: -0.216 0.316 -0.637
Lu: -2.456 2.668 0.171
O: -1.208 0.763 0.032

Calculated values
2S+1: 2
Relative energy (zero: lowest compared OMol25 entry of this formula, charge and spin): 0.00 kcal per mole
Energy: -40830.2738 eV
Gap between HOMO and LUMO (spin up / spin down): 0.24601 / 0.19472 hartree
Lowest unoccupied orbital energy (spin up / spin down): -6.22 / -7.59 eV
Charge: +1
E_HOMO (spin up / spin down): -0.4744 / -0.4737 hartree